{
  "formula": "C64H167N11O24",
  "method": "ωB97M-V/def2-TZVPD",
  "relative_energy_ev": 1.613,
  "homo_ha": -0.303,
  "orbital_gap_ev": 8.8,
  "e_lumo_ev": 0.52,
  "energy_ha": -4946.1758,
  "symbols": ["H", "H", "H", "H", "H", "O", "H", "H", "C", "H", "H", "C", "N", "H", "H", "H", "H", "C", "C", "C", "H", "C", "C", "H", "N", "H", "H", "H", "H", "H", "H", "H", "C", "C", "N", "H", "H", "H", "H", "O", "H", "H", "C", "H", "H", "C", "H", "H", "C", "N", "H", "H", "H", "H", "C", "C", "H", "H", "O", "H", "H", "H", "H", "H", "C", "H", "H", "H", "H", "C", "H", "H", "H", "H", "H", "H", "H", "H", "H", "C", "H", "H", "C", "H", "H", "H", "C", "H", "H", "O", "N", "C", "C", "H", "H", "H", "H", "H", "C", "O", "C", "H", "H", "C", "H", "H", "H", "N", "N", "H", "H", "O", "C", "O", "C", "H", "H", "H", "O", "H", "H", "C", "H", "O", "H", "O", "H", "C", "N", "H", "H", "H", "N", "H", "H", "C", "O", "H", "O", "H", "O", "C", "N", "H", "H", "H", "H", "H", "C", "O", "H", "H", "H", "O", "H", "H", "H", "C", "C", "N", "H", "H", "H", "H", "C", "O", "H", "H", "H", "H", "H", "H", "H", "O", "H", "C", "C", "H", "C", "H", "H", "O", "C", "H", "H", "C", "H", "H", "C", "C", "H", "H", "C", "H", "H", "H", "H", "H", "H", "C", "H", "H", "H", "O", "C", "H", "C", "C", "H", "H", "H", "C", "C", "H", "C", "O", "H", "H", "H", "H", "C", "H", "C", "H", "H", "H", "H", "H", "C", "C", "C", "H", "H", "H", "H", "C", "H", "H", "H", "O", "C", "C", "H", "C", "H", "H", "H", "H", "C", "H", "C", "H", "H", "O", "H", "H", "H", "C", "C", "C", "C", "O", "O", "H", "H", "H"],
  "xyz": [[6.4076, 5.4155, -1.8159], [-6.5976, 1.3641, -0.4391], [3.1160, 3.5280, 2.9837], [-2.6185, -1.2190, -1.5964], [2.9620, -11.9252, 3.7591], [0.5884, 4.2985, 0.6901], [8.2650, -0.5997, 5.7584], [2.6331, -0.2617, -4.2577], [-0.5667, -3.4758, -4.8090], [1.3335, 2.0865, -2.9569], [5.9490, -2.7149, -1.4334], [2.1517, 6.7990, 4.4247], [-5.1470, 0.4684, -1.7863], [-5.7905, 0.3473, 3.7563], [-2.8601, -4.8222, -5.2050], [-4.3696, 1.5247, -4.0714], [3.8088, 0.3572, -2.2569], [-5.6949, -0.5067, -6.1997], [5.0554, 0.1598, 3.6102], [1.1705, 3.4328, -5.2214], [-2.0352, -5.3010, 2.0392], [3.0684, 2.8404, 2.1620], [1.4640, 5.3847, 0.3694], [8.5331, -0.1823, 8.1781], [4.5443, 8.9135, -0.4279], [-1.3600, -3.2834, -1.4401], [-1.4097, -0.0994, 0.1559], [0.1662, -0.5955, 2.4922], [-3.3131, 1.1407, 8.1330], [-7.3325, -4.9283, -4.2158], [-3.0643, -4.1839, -6.8568], [3.0976, -11.3298, 2.1166], [-5.7632, -3.5019, -3.9065], [0.4212, -1.6048, 2.8107], [1.8345, -3.0004, -4.0661], [-6.6112, -0.3013, -3.1347], [-1.4431, -6.9508, 1.5578], [-4.9303, -5.6080, 0.4327], [3.6325, 12.2648, -3.2991], [2.1491, 0.4139, -1.0721], [-4.3548, -0.3593, 0.4831], [2.4767, 5.0260, 0.0571], [-8.1757, -4.2498, -6.7191], [0.3416, -3.1087, -1.3291], [-4.2857, -0.3115, -4.1364], [-4.0176, -3.7389, -2.2560], [5.4107, 3.5402, -2.6154], [1.8723, -7.1875, 4.4710], [2.7120, 9.3901, -2.0451], [1.7757, 1.5972, -3.6870], [6.5768, 11.3395, 0.8181], [0.3603, -6.5763, 5.0779], [5.1268, 10.9229, -0.9443], [4.6573, 10.5106, 2.7853], [4.4540, 3.9180, -2.1881], [3.1399, 8.8462, -0.7098], [-3.8256, -7.5355, 1.2368], [-8.7763, -5.0154, -6.1575], [-4.9213, -4.3810, -3.1679], [-3.7539, -3.3363, 6.4732], [2.8933, -1.1513, -2.0359], [2.5277, 11.2449, -4.0406], [-11.5647, -1.6678, -7.7841], [-9.9273, -0.9951, -8.0563], [-4.6948, -5.7162, 1.5006], [4.2564, 7.9961, 3.3338], [-6.0345, -4.9094, -5.4298], [0.8385, -11.0247, 4.9309], [1.1305, 6.4224, 4.1981], [2.8128, -0.0723, -2.1865], [4.1906, 10.7018, 0.5858], [-4.3721, 0.9714, 2.9871], [5.5579, -1.9064, 5.1835], [-4.6053, 4.0088, -1.2353], [1.3991, -4.8994, -3.2238], [2.1254, 7.8749, 4.5219], [2.5398, 9.4128, 0.0332], [2.0674, -4.1396, 1.3494], [-0.8114, -9.8074, 3.7032], [-2.9196, -2.8764, 3.8860], [-4.9412, -0.4120, 6.5177], [6.9084, -1.8103, 4.0592], [-5.9846, 0.5756, -3.0445], [4.6536, 6.7761, 4.5402], [5.8665, 9.7448, 3.8754], [-5.5808, -6.0863, 1.9676], [-1.8276, -2.3671, 2.9826], [6.2896, 11.2117, 2.9570], [-9.5004, -3.8787, -8.4780], [-1.2574, -3.7725, -5.9977], [-3.1460, -1.9021, 4.9353], [-4.1507, -2.3764, 5.9482], [4.8915, 1.5606, 3.0766], [-2.1080, -1.3405, 2.6769], [1.4603, 1.4835, -5.8013], [-6.6093, 1.4324, -3.0699], [-2.9240, -7.1546, -1.0166], [1.0065, -0.4439, -3.3652], [0.9586, -3.2134, -5.1886], [-1.9986, -5.5608, 0.1119], [-9.0468, -3.3463, -7.6343], [-0.0441, 1.9468, 0.8918], [-1.4422, 2.6867, 0.2927], [7.4491, -1.2289, 6.1234], [0.6170, 3.6041, -6.1332], [-1.9770, -0.1586, -2.7601], [2.1887, 3.7759, -5.4183], [-3.5242, -7.0321, 3.2049], [6.1642, 0.1185, 4.5698], [5.2932, -4.2851, -0.7448], [-8.3680, -2.5851, -7.9329], [-0.5908, -1.4304, -1.9948], [2.2434, -4.2744, -3.4595], [-3.2757, -1.0254, 7.6246], [2.9220, -11.0260, 3.1286], [1.5686, 5.7860, -3.8922], [-6.5828, -0.4008, -0.4803], [5.5909, 1.7337, 2.2318], [3.0755, 10.7803, -2.0893], [3.6230, -0.3031, 0.1474], [1.5323, -2.2890, -3.4164], [4.9971, 10.2655, -0.0778], [7.0489, 9.8795, 0.0032], [2.9829, 6.3544, 3.4226], [7.4170, -1.3375, 8.9234], [-1.5253, 5.0510, 2.4692], [-1.2847, 2.3705, -2.5463], [6.0204, 5.8024, 0.3477], [-0.6050, 1.4012, -1.0564], [1.0602, -2.3328, -5.8203], [-3.5506, -4.5215, -1.6543], [-0.1522, 4.0156, -1.1695], [4.9625, 6.4271, 1.1713], [5.0193, 2.3835, 3.7753], [6.9982, 0.3564, 8.9071], [5.1895, 6.2118, 2.5865], [-1.8811, 2.7710, -3.2381], [5.8803, 0.7021, 5.3529], [-10.0312, -2.7658, -6.8349], [-0.9890, -2.5787, -4.3247], [-5.8880, 0.2410, 1.7635], [1.1633, -10.1377, 4.4119], [0.2116, -8.0123, 3.4822], [1.8275, -5.4048, 0.1867], [1.6057, 9.2145, -2.1708], [1.3509, 3.2047, -0.8747], [6.9218, 6.4542, 0.4046], [-1.7972, -2.9002, 2.0229], [4.2522, 6.9128, 3.5423], [-0.5463, -2.3020, 3.5384], [3.2094, 8.8103, -2.8057], [6.2153, 6.5243, 2.8070], [3.6512, 3.1486, 1.2798], [3.5507, 1.6092, 2.6147], [-3.0947, -3.0892, -5.3431], [-4.5634, 1.4319, 0.7565], [0.0308, 5.8517, -4.9305], [-10.5907, -1.5110, -7.3060], [2.9858, -4.0561, -2.0928], [-7.4339, -3.4447, -5.7727], [4.1065, -0.1644, 4.0677], [-6.3128, -2.7457, -3.2132], [-4.3456, -0.0494, 9.0588], [-2.1906, -1.7116, 5.3403], [0.8605, -6.9025, 4.1449], [0.5293, 4.0084, -4.0991], [-3.4105, 3.3649, -1.8465], [-0.6037, -4.2673, -4.0206], [5.0332, 6.5706, -1.4011], [-0.6879, -2.3411, -0.0887], [4.1226, 5.9086, 0.8376], [-0.9167, 4.6751, 1.8044], [-6.2754, -1.3084, -5.7781], [4.7148, 4.5272, -0.9848], [3.7129, -10.3310, 3.4846], [-3.5122, -6.6584, 1.8158], [5.5614, 5.6087, -1.0583], [1.9325, -9.7289, 5.0837], [2.5322, -0.3085, 0.1194], [-4.6654, -0.8884, -6.3903], [0.2277, 0.8502, -1.1088], [6.7953, -0.5707, 7.1274], [-4.9428, 0.5817, -4.1989], [4.7848, 8.1944, 0.3077], [-1.3718, 3.4184, -3.7169], [-6.6903, -4.2706, -4.8497], [1.5810, 6.0209, 1.2306], [-1.9902, -5.9851, -1.9053], [-2.6469, -3.9548, -5.8450], [-5.9632, 0.4997, -0.5891], [-0.4658, -9.0147, 5.2096], [-1.2338, -7.2654, -0.8749], [1.9650, 0.1688, -3.4497], [-7.4178, -4.8146, -7.2938], [-3.8626, -2.9611, 3.3849], [3.7197, 3.1194, -2.1015], [4.0232, 4.5956, -2.9669], [2.8452, 7.7450, -0.6480], [-4.7086, -0.7896, 3.0888], [0.9685, -5.6936, 3.3099], [-4.3757, -4.7423, 1.9106], [3.0397, -4.9460, -1.4887], [2.1419, -1.3169, -0.0719], [6.2595, 9.5281, 1.8529], [6.2943, 10.2860, 0.6378], [-0.0804, 5.6312, -3.1338], [6.4533, -1.3098, 4.9240], [0.4105, 3.4844, -0.4464], [4.4461, -2.7714, -0.4542], [-4.4811, 1.2413, -1.8367], [7.8058, -2.2511, 6.4367], [5.0502, -3.2888, -1.1908], [1.3940, -5.0092, 1.0984], [1.6073, -5.0003, 3.8188], [-1.6029, 0.4097, -0.7490], [-5.6314, 0.7023, -5.4088], [5.1581, 5.1638, 2.8986], [0.5432, -8.1650, 2.5555], [-0.0075, -5.2348, 3.2224], [-2.6086, -0.0394, 9.2513], [-0.4528, 2.3664, -0.0196], [-5.1042, -2.6137, 5.4150], [-4.4813, -1.3196, 6.9450], [1.0464, 5.9786, -0.4615], [-3.2757, -3.1812, -2.8377], [-2.4009, 4.9965, 2.0451], [1.3146, -4.0736, -5.8673], [-10.7390, -0.9213, -6.4127], [1.0716, 1.9441, -4.9251], [-3.3893, 0.0856, 8.5474], [-5.0652, 0.4757, 0.6366], [6.3721, 4.8362, 0.7460], [0.4218, -4.6128, 0.8435], [2.0277, 2.6223, 1.8787], [2.9196, -4.8198, -4.1302], [-5.1737, 0.1537, 2.9452], [-2.5827, 0.9403, -0.6466], [2.4087, -3.3893, -1.4344], [-5.1875, -1.7966, 7.6645], [1.6610, -10.4389, 3.1284], [3.3751, 11.2561, -3.3566], [-2.1651, -6.1355, 1.3661], [-8.0809, -2.7619, -5.3375], [-2.0328, -6.5119, -0.9653], [0.6981, -2.1395, 1.8901], [1.2492, -1.5887, 3.4991], [-6.1268, -0.2332, -7.1645], [0.0074, 1.7231, -4.9458], [7.5143, -0.4160, 8.3456], [-2.7618, -7.5859, 3.4226], [-1.7439, -0.6397, -1.8063], [2.4063, 6.4341, 5.4130], [-3.5031, -6.2516, 3.8449], [-3.7662, 3.6234, -1.0126], [2.0898, 0.1850, 1.0180], [-5.1836, -2.9102, -4.6077], [-2.7479, -3.8765, 4.2645], [5.7208, 10.2833, 2.9295], [-0.6038, -2.5805, -1.1870], [-0.0341, -9.2001, 4.2212], [0.5176, 5.4391, -4.0608], [4.2737, -3.4816, -2.3470], [1.4009, -6.0664, 2.0144], [5.2468, -0.5486, 2.8730], [-4.5908, -3.0670, -1.5822], [4.1430, 10.6996, -3.9302]]
}

---

{
  "formula": "C64H46BiF3N7O3P2S",
  "method": "ωB97M-V/def2-TZVPD",
  "relative_energy_ev": 1.608,
  "homo_ha": -0.389,
  "orbital_gap_ev": 7.8,
  "e_lumo_ev": -2.81,
  "energy_ha": -4670.3871,
  "total_charge": 1,
  "symbols": ["C", "H", "C", "C", "C", "H", "C", "F", "H", "C", "C", "C", "C", "H", "C", "H", "N", "H", "P", "C", "P", "C", "C", "C", "C", "H", "C", "O", "N", "C", "H", "C", "H", "C", "C", "N", "C", "C", "F", "C", "H", "H", "F", "C", "C", "C", "H", "H", "C", "C", "C", "H", "H", "C", "H", "C", "H", "C", "H", "H", "H", "C", "O", "C", "H", "C", "C", "H", "H", "C", "C", "H", "N", "C", "H", "C", "C", "C", "H", "H", "C", "C", "H", "H", "H", "N", "O", "N", "C", "Bi", "H", "C", "C", "H", "N", "C", "C", "C", "C", "C", "H", "H", "H", "C", "C", "C", "H", "H", "H", "C", "H", "H", "C", "C", "C", "H", "H", "H", "C", "C", "S", "H", "C", "H", "H", "C", "C"],
  "xyz": [[-1.0797, -0.2557, 4.0986], [-0.7079, -0.9965, 4.8001], [3.5782, 4.5144, 3.8092], [-2.5788, -5.4159, 3.3264], [2.4832, 3.7703, -1.1589], [3.5892, 0.1576, -0.3277], [5.5815, -4.4881, 2.1854], [5.3267, -5.7944, 1.9863], [1.1213, -1.9211, -3.0963], [-1.8970, -4.3221, 2.5878], [2.1754, 1.0101, -5.3462], [2.3245, 2.6689, 2.9603], [4.2701, 0.4700, -2.3451], [3.1648, 3.1737, -0.5637], [-3.4035, -6.3963, 5.3486], [-2.2924, 2.3073, 1.6654], [-1.2241, 0.9856, 4.5553], [2.9649, 1.1141, -6.0840], [0.6002, 2.8315, 0.6488], [0.7631, 5.3611, -2.6375], [-1.1699, 0.6976, -2.1732], [1.5276, 0.6594, -2.9978], [0.8667, 1.0892, -5.7206], [1.2000, -4.0653, -2.9985], [-3.7855, 1.6259, -2.7048], [-2.0538, 2.8950, -0.5228], [-2.4216, 1.8920, -2.8050], [0.3809, 1.0233, 2.9643], [2.3147, -2.1732, 0.6946], [-1.0807, 4.2415, 2.4208], [-1.1765, 1.0700, -5.0554], [-0.9700, 3.5793, 1.1988], [2.4598, 5.7943, -3.8751], [2.4522, -2.4008, 2.0031], [1.7963, 3.4576, 1.9193], [-1.8034, 0.3207, 1.9150], [0.1599, 0.7682, -3.4219], [-1.2975, -2.0139, 2.3149], [6.7206, -4.1923, 1.5372], [3.2361, -2.6855, -0.1281], [-2.4468, -2.7520, 3.9610], [-4.0742, -8.4232, 2.9083], [5.7847, -4.3005, 3.4955], [-2.9318, 4.0221, -3.8262], [-1.9430, 1.5613, 2.3708], [-3.6068, -3.1802, -2.6939], [-0.2253, 4.3193, 3.0803], [4.6527, 0.7929, -4.4173], [1.1384, 3.8580, -0.7831], [0.2893, 4.6727, -1.5240], [4.4392, -3.6511, 1.6748], [-2.3695, 5.3038, 3.7613], [3.5851, -3.2656, 3.6097], [-1.2376, -4.5589, 1.3868], [-1.2016, -5.5594, 0.9856], [-1.9154, -3.0134, 3.0544], [3.1154, -2.4793, -1.1834], [-2.0035, 3.1041, -3.3608], [5.0301, -3.8371, -0.3892], [-5.0173, 4.4550, -4.1129], [1.6986, -1.9796, 2.6581], [-3.3163, 3.9992, 0.7859], [2.4334, 0.2467, 4.0527], [-4.7129, 2.5494, -3.1752], [-4.2252, -2.8236, -0.6686], [3.2786, 0.3275, -1.3534], [2.9560, 4.4600, -2.2626], [3.5876, 2.5336, 4.6739], [-2.9989, -6.6375, 1.5927], [-0.1423, 0.9761, -4.7473], [1.9383, 0.4043, -1.6459], [-0.9474, 3.3180, -3.4450], [-3.8634, -7.4785, 4.7226], [-2.1045, 3.4443, 0.4022], [1.6340, -4.2061, -3.9831], [-4.2905, 3.7441, -3.7381], [4.3100, -3.4362, 0.3116], [-2.0900, -1.5622, -3.6311], [-2.5942, 4.9539, -4.2657], [-4.1342, 0.6988, -2.2697], [-2.7595, -5.3526, 4.7023], [-3.6920, -7.5363, 3.4030], [0.0914, 5.9964, -3.2041], [0.3118, -5.8621, -0.4707], [-2.8326, -3.2646, -4.6989], [0.3145, -2.6264, -1.3294], [2.3340, 0.5358, 1.6215], [-0.6691, -2.2542, 1.1664], [2.1781, 4.7948, 1.8666], [0.5140, 0.0140, 0.0581], [-0.7402, 4.8042, -1.2165], [-1.6627, 1.8908, 3.6909], [-3.6246, -2.4730, -1.5008], [-4.3578, 5.1077, 2.3024], [0.9870, -5.1543, -2.2646], [3.9048, 0.6939, -3.6367], [3.2098, 3.1800, 3.8895], [2.0911, 5.2496, -3.0136], [2.5371, 0.7937, -3.9960], [0.0450, -3.7108, -0.6084], [-4.1944, -4.0848, -2.7989], [3.3568, 6.3542, 2.7366], [4.2648, 4.9296, 4.5366], [3.0631, 5.3140, 2.8025], [-2.2960, 4.7871, 2.8120], [-0.6403, -3.5067, 0.7047], [-2.8636, -0.7815, -0.4192], [-5.7711, 2.3270, -3.1060], [0.5965, 1.2453, -6.7580], [-2.8623, -1.3200, -1.3620], [1.7826, 5.4399, 1.0934], [4.0017, 4.3876, -2.5370], [-2.0859, -0.8655, -2.4250], [-2.8416, -2.7213, -3.7610], [0.8963, -2.8044, -2.5135], [-4.1814, 3.8952, 0.1405], [-1.4954, -1.2138, -4.4661], [5.3175, 0.4038, -2.0721], [-1.3829, -0.5982, 2.7865], [-3.4132, 4.6771, 1.9936], [1.8424, 0.9688, 2.9671], [-3.5550, -6.3651, 6.4225], [-3.0683, -6.5397, 2.6687], [-1.7850, 2.9045, 4.0571], [-2.3858, -4.5178, 5.2825], [0.4248, -4.9721, -1.0761], [3.5009, -3.1275, 2.5405]]
}